No. 1
Here is a structure of composition C10H11BO2 from the OMol25 dataset. Energies are from ωB97M-V with the def2-TZVPD basis set.

The geometry in XYZ format:
```
24
Properties=species:S:1:pos:R:3:forces:R:3:mulliken_charge:R:1
B -2.11886 -1.30146 -0.09486 -0.2724 1.7297 -0.2743 0.71
C 2.64782 -1.72144 0.12108 -0.1312 -3.7661 0.4330 -0.28
C 3.34915 -0.54695 0.18423 2.2300 0.5812 0.1924 -0.54
C 1.27786 -1.80349 -0.03983 0.2028 1.2741 0.2184 -0.64
C 2.65168 0.66554 0.02368 1.8619 0.4742 1.0933 -0.29
C 0.56665 -0.58206 -0.12575 1.2952 -0.8043 0.2100 0.51
C 1.28659 0.64526 -0.07900 0.9308 -0.1610 -0.2298 0.30
C -0.79640 -0.46816 -0.13284 -3.1294 6.0444 0.2515 -0.10
C -0.91605 1.48590 -0.14326 1.6064 -5.0052 -0.1028 -0.02
C 0.49992 1.88709 -0.32089 -0.6139 -0.6186 -0.5454 -0.54
C -2.10885 2.18978 0.30950 1.8096 -0.0404 1.3440 -1.16
O -3.36640 -0.65698 0.20225 0.6785 -1.7034 -0.2906 -0.59
O -2.11741 -2.59322 -0.51600 3.4689 0.8029 0.5840 -0.50
H 3.05716 -2.79436 0.29020 0.1935 2.2558 -0.3206 0.21
H 4.48959 -0.59527 0.39133 -2.1741 0.3247 -0.4311 0.26
H 0.79563 -2.76936 0.03544 -0.2138 0.1724 -0.2376 0.39
H 3.22671 1.63625 0.19474 -0.9599 -1.3226 -0.5800 0.28
H 0.81896 2.78042 0.24932 -0.1177 -0.4325 -0.3471 0.42
H 0.74837 1.98661 -1.42007 -0.5204 0.6739 0.7636 0.20
H -2.76073 1.48010 -0.11897 -2.3670 0.3898 -0.3009 0.29
H -2.08209 3.27159 0.07950 -0.5909 -0.6830 -0.1743 0.37
H -2.10883 2.03164 1.42713 -0.4286 0.4130 -0.8255 0.24
H -4.08468 -1.33446 0.13848 0.7152 1.0948 0.1692 0.24
H -2.95578 -2.89298 -0.65542 -3.4735 -1.6938 -0.5996 0.23
```
Positions in Å, forces in eV/Å.

Summary:
* E_LUMO (alpha / beta): 0.3 / -0.5 eV
* relative energy (zero: lowest compared OMol25 entry of this formula, charge and spin): 92.2 kcal per mole
* HOMO-LUMO gap (alpha / beta): 7.339 / 6.496 eV
* HOMO energy (alpha / beta): -7.036 / -6.975 eV


No. 2
Here is a structure of composition C18H38N3O2RuS4Si from the OMol25 dataset. Energies are from ωB97M-V with the def2-TZVPD basis set.

The geometry in XYZ format:
```
67
Properties=species:S:1:pos:R:3:forces:R:3:mulliken_charge:R:1
Ru -0.08819 -0.21821 -0.31920 -0.8880 0.5120 -0.2530 0.85
C -0.47680 -1.36786 -3.39518 0.1030 -0.1772 -0.1488 -0.91
C -0.12724 -2.55594 -2.52538 0.0625 -0.2043 -0.2822 -0.79
S -0.62282 -2.32321 -0.81227 -0.0797 -0.1798 0.3772 -0.15
C -2.44894 -2.40796 -0.92639 -0.0887 -0.0655 0.0079 -0.91
C -3.03746 -1.30002 -0.08150 -0.0985 -0.1192 0.0227 -0.60
S -2.30999 0.30912 -0.46925 0.2421 0.0855 0.3718 0.08
C -2.68346 0.58583 -2.22071 -0.1847 0.1003 -0.0891 -0.82
C -1.45661 1.20639 -2.84951 -0.1168 0.0419 -0.1049 -0.90
S 0.00294 0.18293 -2.54668 0.3343 -0.0261 -0.0470 -0.06
H -1.53229 -1.33203 -3.65437 -0.0052 -0.0308 0.0869 0.46
H 0.07538 -1.41536 -4.33397 -0.0066 0.0717 -0.0108 0.55
H 0.94981 -2.73324 -2.48152 -0.0112 0.0337 0.0347 0.43
H -0.56636 -3.48727 -2.88824 -0.0680 0.0542 -0.0436 0.53
H -2.76485 -3.37933 -0.54610 0.1108 -0.0366 0.0051 0.61
H -2.73587 -2.36037 -1.97607 -0.0563 0.0875 0.0259 0.40
H -2.76706 -1.41503 0.97015 -0.0288 -0.0362 0.0191 0.27
H -4.12602 -1.26936 -0.13854 0.0104 0.0958 -0.1470 0.60
H -3.51433 1.29077 -2.25726 -0.0389 -0.0157 0.0312 0.53
H -3.01366 -0.32637 -2.71224 0.0653 -0.0040 -0.0247 0.35
H -1.21574 2.16791 -2.39203 -0.0184 0.0111 -0.0035 0.45
H -1.56911 1.37946 -3.92044 0.0190 -0.1012 -0.0208 0.47
C 1.15822 -1.48075 2.61812 -0.0181 -0.2122 -0.0334 -0.38
Si 2.44371 -0.14723 2.44340 -0.1352 -0.0426 -0.1418 -0.08
C 3.82494 -0.82828 1.39174 0.1115 -0.0323 -0.0081 -0.92
C 3.09126 0.50086 4.04424 -0.0137 0.0805 0.1123 -0.97
C 1.65927 1.41888 1.56164 0.0207 0.1770 -0.0683 -0.45
H 1.63928 -2.34650 3.08683 -0.0463 0.0609 0.0430 0.52
H 0.78884 -1.85591 1.65468 0.0171 0.0477 -0.0400 0.07
H 0.28687 -1.20420 3.20550 0.0389 0.0045 0.0524 0.01
H 4.29870 -1.62306 1.97703 -0.0001 0.0395 -0.0231 0.47
H 4.61766 -0.11328 1.15408 -0.0363 -0.0118 0.0421 0.30
H 3.46782 -1.27995 0.46668 0.0124 -0.0490 -0.0236 0.18
H 3.75215 -0.22811 4.51971 -0.0468 0.0154 -0.0153 0.38
H 2.28787 0.72746 4.74894 0.0507 0.0270 0.0059 0.26
H 3.66957 1.41513 3.88804 0.0029 -0.0185 0.0442 0.40
H 0.77956 1.38762 0.88592 0.2412 -0.0003 0.0028 0.48
H 1.31524 2.12603 2.31698 0.1502 0.0072 0.0694 0.56
C 5.67127 1.53181 -2.92684 -0.1214 0.0532 0.0543 -1.08
N 4.53078 1.48802 -2.00534 0.0936 0.0185 -0.0088 0.08
C 4.39661 2.30687 -0.81603 -0.0447 -0.0126 -0.1368 -0.39
C 3.15189 1.70448 -0.25429 -0.1863 0.2431 0.2425 -0.14
O 2.73165 2.13906 0.87937 -0.1658 -0.0404 -0.0216 -0.35
N 2.60513 0.77668 -1.00146 0.5788 -0.0053 0.1319 0.45
C 3.52938 0.63015 -2.03595 -0.0752 -0.0722 -0.0399 0.14
N 3.41667 -0.31731 -2.94856 -0.0192 0.0304 -0.0494 -0.22
H 6.17204 2.48801 -2.80306 0.0147 -0.0105 0.0000 0.38
H 5.31921 1.47300 -3.95647 0.0229 -0.0042 0.0098 0.42
H 6.37452 0.72772 -2.71080 -0.0057 -0.0027 -0.0125 0.37
H 4.25563 3.36518 -1.04973 0.0330 0.0134 0.0070 0.41
H 5.24130 2.20541 -0.13214 0.0192 -0.0290 -0.0020 0.39
H 2.63855 -0.94581 -2.92038 -0.0633 -0.0719 0.0183 0.02
H 4.10343 -0.44052 -3.67633 0.0125 -0.0056 0.0240 0.25
O -1.27100 0.36950 1.93734 0.2765 -0.2804 0.1359 -0.45
S -1.40070 1.46330 3.01172 0.1350 0.1149 -0.1984 0.23
C -1.25316 0.72065 4.64525 -0.0858 -0.1362 0.0718 -0.45
C -2.24165 1.51860 5.49181 0.0259 0.0221 -0.1046 -0.75
C -3.54607 1.51793 4.68889 0.0395 0.0218 -0.0685 -0.72
C -3.17533 1.80851 3.22548 -0.0608 0.0257 -0.0113 -0.42
H -0.21675 0.76729 4.97612 -0.0353 0.0143 0.0065 0.15
H -1.57282 -0.31946 4.53951 0.0496 -0.0146 0.0311 0.43
H -1.88052 2.53879 5.64418 0.0059 -0.0173 -0.0009 0.35
H -2.35366 1.06767 6.47557 -0.0221 -0.0228 0.0006 0.38
H -4.25010 2.26112 5.05550 -0.0039 -0.0019 0.0189 0.34
H -4.02850 0.54416 4.76404 0.0112 -0.0255 0.0044 0.35
H -3.32357 2.85116 2.94815 0.0023 -0.0034 0.0238 0.50
H -3.67965 1.17899 2.49163 -0.0378 0.0091 0.0484 0.11
```
Positions in Å, forces in eV/Å.

Summary:
* net charge: +3
* E_LUMO: -9.5 eV
* HOMO-LUMO gap: 7.595 eV
* HOMO energy: -17.116 eV


No. 3
Here is an isolated molecule of C6H11N from the OMol25 dataset. Energies are from ωB97M-V with the def2-TZVPD basis set.

The geometry in XYZ format:
```
18
Properties=species:S:1:pos:R:3:forces:R:3:mulliken_charge:R:1
C 1.82484 -0.61878 0.41668 0.0254 -0.0058 -0.1068 -1.54
C 0.48050 0.11604 0.42436 0.0379 0.0895 -0.2252 0.49
C 0.53921 1.43615 -0.39914 0.1455 0.2621 -0.5347 -1.26
C -0.66272 -0.84229 -0.06963 -0.0425 -0.0439 -0.0224 0.34
C -2.04723 -0.49012 0.48599 -0.0786 0.0406 0.0589 -1.44
C -0.66730 -0.62422 -1.51931 0.2829 0.7412 -0.5235 0.18
N -0.43980 0.10349 -2.39246 -1.0859 -1.9768 -0.8851 -0.59
H 1.79411 -1.54617 1.00497 -0.0615 0.2077 -0.1117 0.40
H 2.61849 0.01294 0.83248 -0.1648 -0.0868 -0.1062 0.40
H 2.10394 -0.87879 -0.61025 0.0277 0.0117 0.0944 0.32
H 0.22310 0.33320 1.47696 0.0596 0.1592 -0.4015 0.21
H 0.41610 1.33014 -1.55705 0.4131 0.3136 2.6248 0.35
H 1.52113 1.89401 -0.28964 0.0041 0.1643 0.4115 0.40
H -0.23109 2.13060 -0.03497 0.2555 -0.0325 -0.2029 0.34
H -0.41933 -1.88077 0.18427 0.0040 0.1984 -0.0684 0.35
H -2.81948 -1.11422 0.02624 0.0995 0.0934 0.0978 0.38
H -2.07238 -0.64759 1.56823 0.0334 0.0222 -0.1344 0.38
H -2.28875 0.55746 0.27823 0.0448 -0.1579 0.0353 0.32
```
Positions in Å, forces in eV/Å.

Summary:
* E_LUMO: 1.0 eV
* SMILES: CC(C)[C@@H](C)C#N
* relative energy (zero: lowest compared OMol25 entry of this formula, charge and spin): 25.5 kcal per mole
* HOMO-LUMO gap: 11.634 eV
* HOMO energy: -10.650 eV


No. 4
Here is a cluster of 2 separate species, C4H14N3 in total from the OMol25 dataset. Energies are from ωB97M-V with the def2-TZVPD basis set.

The geometry in XYZ format:
```
21
Properties=species:S:1:pos:R:3:forces:R:3:mulliken_charge:R:1
C 1.94071 1.59823 2.33370 0.0803 0.6899 -0.8566 -1.07
C 1.06684 0.41785 1.89597 0.8170 0.4155 0.5675 -0.52
H 1.46497 2.26739 3.05089 0.0102 -0.5417 0.4828 0.31
H 2.92220 1.26445 2.65635 -0.0309 0.0541 0.3662 0.32
H 2.12500 2.30912 1.51766 0.0577 -0.3775 -0.2516 0.31
H 0.12350 0.81231 1.52257 -0.2412 -0.4248 -0.0111 0.20
H 1.59227 -0.19590 1.16179 -0.1193 0.1977 -0.2940 0.12
H 0.95688 -0.24429 2.75499 -0.5782 0.0237 -0.0339 0.32
C -1.32991 0.76531 -2.24177 -0.2416 1.0684 -1.6716 -1.12
C -0.70799 -1.17401 -0.95636 0.4210 -0.6817 0.3265 0.75
N -0.31409 -0.12454 -1.70129 -1.4138 0.4911 0.5671 -0.24
N -1.97910 -1.44845 -0.66583 0.8202 0.5964 -0.5548 -0.36
N 0.24188 -2.00933 -0.52391 -1.6218 0.6647 -0.1485 -0.39
H 0.44434 0.40183 -1.30788 0.6889 -0.1820 0.0481 0.34
H -2.67083 -0.71478 -0.73082 -0.1545 -0.4777 -0.0466 0.21
H -2.18385 -2.39680 -0.41068 -0.6028 0.0622 0.2047 0.23
H 1.11483 -1.91087 -0.97509 1.0545 -0.5220 -0.1070 0.25
H -0.05326 -2.79667 0.02691 0.6456 -0.1573 0.1031 0.19
H -2.08459 1.17887 -1.57199 0.2172 -0.2091 0.4257 0.40
H -1.84037 0.38009 -3.12951 0.0022 -0.6791 0.3983 0.38
H -0.82943 1.62019 -2.70569 0.1893 -0.0107 0.4859 0.36
```
Positions in Å, forces in eV/Å.

Summary:
* net charge: +1
* E_LUMO: -3.1 eV
* relative energy (zero: lowest compared OMol25 entry of this formula, charge and spin): 11.3 kcal per mole
* HOMO-LUMO gap: 11.492 eV
* HOMO energy: -14.577 eV


No. 5
Here is a cluster of 2 separate species, C9H14O in total from the OMol25 dataset. Energies are from ωB97M-V with the def2-TZVPD basis set.

The geometry in XYZ format:
```
24
Properties=species:S:1:pos:R:3:forces:R:3:mulliken_charge:R:1
C -1.10675 -2.30403 2.72687 -0.4357 -0.2708 0.1801 -1.43
C -0.23937 -1.27404 2.07819 -0.0951 0.2332 -0.9704 0.48
C -0.04759 0.01064 2.55507 0.3837 0.1356 0.4941 -0.47
C 0.73100 0.93303 1.85829 -0.8921 -0.4413 -0.4044 -0.63
C 1.26324 0.57708 0.62553 0.3821 0.9764 0.2894 0.85
O 1.93955 1.54196 -0.08816 0.0235 -0.0982 0.2152 -0.52
C 1.11995 -0.70375 0.11445 -0.4839 0.4537 0.0897 -0.58
C 0.32532 -1.57902 0.83242 0.5128 -0.5665 0.4462 -0.28
H -1.52276 -1.97908 3.67801 0.2532 0.0221 0.1830 0.35
H -0.56680 -3.23972 2.85242 0.1247 -0.0566 0.2761 0.33
H -1.98042 -2.57339 2.12464 0.1229 0.2351 -0.2104 0.31
H -0.44534 0.30100 3.52199 -0.1834 -0.0175 -0.0878 0.30
H 0.72815 1.97818 2.15268 0.3080 -0.1060 0.2203 0.24
H 1.99400 2.32501 0.48648 0.0472 -0.3390 -0.4559 0.28
H 1.52735 -0.92995 -0.85988 0.0976 -0.1743 0.0269 0.42
H 0.22914 -2.60571 0.50173 -0.1514 0.0160 -0.3105 0.35
C -0.76564 1.58102 -2.52719 -0.2631 0.1808 -0.6413 -0.46
C -0.20551 0.78791 -3.71016 -0.3943 -0.1732 -0.7040 -0.92
H -1.85080 1.67494 -2.56990 -0.1132 -0.5663 0.2053 0.31
H -0.44174 1.12121 -1.60769 -0.0807 0.2304 0.4803 -0.06
H -0.47668 2.62807 -2.58325 0.5269 -0.0082 0.2290 0.28
H 0.16495 -0.21175 -3.46403 0.0141 0.2229 0.2586 0.29
H -0.96324 0.61369 -4.48414 0.0246 0.1134 0.1403 0.30
H 0.59001 1.32673 -4.21439 0.2717 -0.0018 0.0503 0.25
```
Positions in Å, forces in eV/Å.

Summary:
* E_LUMO: 0.9 eV
* SMILES: Cc1ccc(O)cc1.CC
* relative energy (zero: lowest compared OMol25 entry of this formula, charge and spin): 8.5 kcal per mole
* HOMO-LUMO gap: 9.334 eV
* HOMO energy: -8.427 eV


No. 6
Here is a cluster of 2 separate species, C6H12N in total from the OMol25 dataset. Energies are from ωB97M-V with the def2-TZVPD basis set.

The geometry in XYZ format:
```
19
Properties=species:S:1:pos:R:3:forces:R:3:mulliken_charge:R:1
C 1.57991 0.47550 -0.42357 -0.2715 0.1713 -1.3869 -0.71
C 2.15610 -0.17008 0.41604 -0.9164 0.1057 -0.1044 1.07
C 1.37022 1.41873 -1.55681 0.8557 1.4267 0.2222 -0.98
C 2.58443 -0.96666 1.53781 2.3949 0.8174 1.1167 -1.00
C -2.10911 -0.06138 -1.25782 0.3774 -0.0611 -1.1607 0.04
C -2.61453 -0.42875 0.98053 -0.5461 -1.7734 2.3237 -0.79
N -1.72188 -0.17866 -0.05353 2.4176 0.6467 -1.3472 0.21
H 2.10197 2.22489 -1.23129 -1.5948 -0.0074 -0.4872 0.28
H 0.33241 1.78966 -1.86449 1.4319 -0.3366 1.0904 0.25
H 1.85650 1.16707 -2.50005 -0.1420 -0.9169 0.0943 0.32
H 1.71080 -1.43664 1.92006 -0.5627 -0.5836 0.6677 0.27
H -0.66548 -0.17951 0.18565 -1.4992 0.5742 -0.6564 0.03
H 3.32205 -1.76188 1.22918 -0.6884 0.9101 0.4449 0.30
H -3.20403 -0.35837 -1.52339 2.1151 1.1068 0.3193 0.28
H -1.28106 0.28657 -1.94745 -1.4948 -0.8536 0.2597 0.15
H 3.04779 -0.26644 2.37017 -0.8330 -1.5961 -1.6325 0.28
H -2.38581 0.17580 1.86439 0.0657 -0.2119 -0.1969 0.32
H -3.61511 -0.21891 0.66235 -0.5547 -0.0566 -0.0781 0.34
H -2.46517 -1.51094 1.19222 -0.5545 0.6384 0.5113 0.33
```
Positions in Å, forces in eV/Å.

Summary:
* net charge: +1
* E_LUMO: -5.0 eV
* relative energy (zero: lowest compared OMol25 entry of this formula, charge and spin): 79.0 kcal per mole
* HOMO-LUMO gap: 7.907 eV
* HOMO energy: -12.908 eV


| no. | molar mass (g/mol) |
| --- | --- |
| 1 | 174.0 |
| 2 | 585.9 |
| 3 | 97.2 |
| 4 | 104.2 |
| 5 | 138.2 |
| 6 | 98.2 |